Formula: C6H15N5
Source: the OMol25 dataset
Level of theory: ωB97M-V with the def2-TZVPD basis set

- charge = +2
- highest occupied orbital energy (eV) = -14.13
- ΔE to the lowest compared entry with this formula, charge and spin (kcal/mol) = 110.7
- LUMO level (eV) = -8.648

Each line ends with the natural charge from an NBO analysis.
Cartesian coordinates (Å):
C 1.738 1.434 1.439  -0.170
C 2.607 0.551 0.633  -0.055
C 2.017 -0.658 0.482  0.313
C -3.525 -1.761 -0.431  -0.764
C -3.115 -0.048 -2.259  -0.752
C -3.549 -1.386 -1.759  0.430
N 0.389 -0.256 1.017  -0.309
N 2.218 -1.893 0.056  -0.823
N -0.391 1.474 2.336  -0.620
N 0.489 0.924 1.463  0.075
N 3.962 1.038 0.303  -0.669
H 1.931 2.404 1.875  0.230
H -3.153 -1.087 0.347  0.279
H -4.569 -2.097 -0.349  0.345
H -2.900 -2.660 -0.408  0.332
H -2.070 -0.101 -2.583  0.321
H -3.205 0.753 -1.535  0.263
H -3.743 0.279 -3.098  0.294
H -3.726 -2.057 -2.633  0.249
H 2.670 -2.133 -0.842  0.426
H 1.938 -2.555 0.720  0.423
H 0.184 1.973 3.075  0.399
H -1.125 0.891 2.675  0.405
H 4.701 0.328 0.331  0.458
H 4.038 1.649 1.157  0.468
H 4.049 1.573 -0.535  0.452